C40H53N4O4PPtS2Se2 as an isolated structure in a non-equilibrium geometry, computed with ωB97M-V/def2-TZVPD.

Structure (XYZ):
```
107
Properties=species:S:1:pos:R:3:forces:R:3
Pt 0.24747 0.30252 -0.32877 0.47 0.55 -0.86
O -6.54365 2.55222 2.57296 -0.16 -0.06 0.39
C -5.90065 2.53969 1.29814 0.32 0.02 -0.80
C -4.36333 2.77446 1.39448 -0.30 0.02 0.44
C -4.10995 4.18164 1.95048 0.24 0.11 -0.41
O -4.58388 4.39645 3.25895 -0.26 -0.12 0.43
C -3.76577 2.66600 0.02763 -1.04 -0.03 -0.17
Se -1.16056 2.53960 0.52021 0.86 0.03 -0.32
C -3.79177 1.67583 2.28839 0.36 -0.10 0.01
Se -1.82334 1.76010 2.51586 -0.68 0.43 0.69
H -7.46013 2.28603 2.45062 0.11 0.05 0.06
H -6.33958 3.32875 0.66661 0.14 -0.13 0.02
H -6.06855 1.56909 0.81408 0.05 0.08 0.01
H -4.58051 4.90455 1.26103 0.09 -0.09 -0.01
H -3.03490 4.37605 1.96582 -0.09 -0.02 -0.07
H -5.38750 3.86670 3.35074 0.01 0.15 0.11
H -3.88525 3.52845 -0.61339 0.19 0.23 -0.14
H -3.95837 1.72924 -0.47649 0.17 -0.25 -0.08
H -3.99839 0.69795 1.84496 -0.06 0.03 0.03
H -4.21917 1.71394 3.29305 0.13 -0.04 -0.05
S 1.93223 -0.54225 1.06811 -0.74 0.03 -0.15
C 3.31855 0.46678 0.83608 0.11 0.18 -0.23
C 4.42401 0.22407 1.64660 0.21 0.12 -0.03
C 5.60525 0.94942 1.52794 -0.92 0.52 -0.88
C 6.72178 0.66883 2.32488 0.89 -0.34 0.68
N 7.65246 0.43190 2.96200 -0.01 -0.01 0.05
C 5.67167 1.98839 0.56425 -1.16 -0.86 0.27
C 4.56033 2.24941 -0.22877 0.55 0.00 0.27
C 3.38568 1.50549 -0.13376 -0.17 -0.05 0.00
S 2.11236 1.89880 -1.21704 -0.64 -0.39 0.00
C 6.84970 2.72463 0.38316 1.16 0.77 -0.26
N 7.81525 3.32814 0.19742 -0.16 -0.07 0.07
H 4.34911 -0.55796 2.38756 0.07 -0.09 0.07
H 4.60479 3.04909 -0.95370 0.03 0.03 -0.05
C 1.07101 0.20361 -5.15260 -0.11 0.06 0.07
C 0.32421 -1.01354 -4.61149 -0.28 0.10 0.30
C 1.30148 -1.73012 -3.67778 -0.05 0.07 0.33
C -0.08392 -1.90890 -5.77834 -0.15 0.06 0.16
P -1.10834 -0.32749 -3.48554 -0.63 -0.63 -1.34
N -0.56171 0.31671 -2.21523 0.54 0.04 1.43
C -2.02557 1.06821 -4.46029 0.19 -0.29 0.26
C -1.15822 2.32152 -4.34775 0.14 0.07 0.08
C -2.39737 0.78452 -5.91076 0.14 -0.11 0.13
C -3.29005 1.34941 -3.65358 0.00 -0.04 0.06
C -2.37499 -1.77729 -3.16687 0.26 0.36 -0.04
C -1.51992 -2.95485 -2.69890 0.12 0.10 -0.02
C -3.20242 -1.35843 -1.95100 0.12 0.16 0.10
C -3.30118 -2.21741 -4.29911 0.18 0.19 0.01
H 2.03010 -0.10342 -5.57295 0.07 -0.11 0.00
H 1.26041 0.89702 -4.33780 0.15 0.19 0.04
H 0.51844 0.70584 -5.94100 -0.07 0.11 -0.08
H 2.30395 -1.73014 -4.10777 0.06 0.00 -0.11
H 1.02386 -2.76081 -3.47802 -0.05 -0.08 0.03
H 1.34317 -1.18906 -2.72673 0.17 -0.12 -0.05
H 0.80586 -2.20417 -6.34109 0.09 0.02 -0.01
H -0.75339 -1.38885 -6.46037 -0.07 -0.01 -0.12
H -0.57649 -2.81883 -5.44596 -0.03 -0.10 0.01
H -0.39465 2.37721 -5.11601 0.10 0.00 -0.06
H -0.67711 2.32746 -3.37010 0.08 0.13 0.02
H -1.77401 3.21688 -4.42783 -0.17 0.08 -0.08
H -1.52189 0.65356 -6.54070 0.10 -0.01 -0.09
H -2.96050 1.63148 -6.30671 -0.09 0.11 -0.03
H -3.01792 -0.10273 -5.99733 -0.11 -0.12 -0.08
H -3.01805 1.41214 -2.60194 -0.19 0.05 0.16
H -4.04704 0.58289 -3.80275 -0.06 -0.04 0.07
H -3.72648 2.30491 -3.94819 0.01 0.11 -0.11
H -0.80000 -2.60077 -1.96061 0.10 -0.13 0.08
H -0.99493 -3.43496 -3.52016 0.10 -0.06 -0.04
H -2.14029 -3.71241 -2.21796 -0.16 -0.03 0.03
H -2.53383 -0.96051 -1.18424 -0.17 -0.03 0.14
H -3.72206 -2.23016 -1.54634 -0.01 -0.10 -0.01
H -3.95532 -0.61070 -2.17883 -0.05 0.03 -0.01
H -2.75712 -2.44442 -5.21263 0.01 -0.06 -0.15
H -4.05035 -1.45929 -4.52083 -0.05 0.06 -0.06
H -3.83656 -3.11921 -3.99119 -0.02 -0.08 0.04
C 2.62442 -6.25890 5.45052 -0.02 0.07 -0.01
C 1.47509 -5.38209 5.85813 0.05 -0.08 0.12
C 1.05475 -5.39436 7.18218 -0.01 -0.02 0.00
C -0.01438 -4.61984 7.59345 0.04 -0.05 0.16
C -0.68956 -3.84660 6.67076 -0.02 0.01 -0.09
C -0.29677 -3.83193 5.33588 0.12 -0.34 0.42
N -1.04699 -3.07687 4.42572 0.21 0.70 -0.02
C -1.61455 -3.65354 3.31858 -0.48 -0.14 -0.20
C -2.09588 -4.96877 3.36381 0.11 -0.07 0.11
C -2.75650 -5.52076 2.28642 0.02 -0.06 -0.02
C -2.93907 -4.77937 1.12934 -0.18 -0.14 -0.21
C -2.45466 -3.48497 1.06850 0.06 -0.09 0.06
C -1.80199 -2.90263 2.14259 0.12 0.10 0.06
C -1.26101 -1.49053 2.00360 0.01 0.17 0.18
O -0.71953 -0.96184 2.99867 0.22 -0.36 0.10
O -1.41709 -0.94294 0.88358 -0.16 -0.25 -0.53
C 0.82062 -4.57833 4.92571 -0.22 0.17 0.00
C 1.27345 -4.48331 3.49989 0.04 -0.02 -0.01
H 2.99348 -6.82224 6.30547 0.03 -0.05 0.02
H 3.44757 -5.66838 5.04999 0.09 -0.04 -0.07
H 2.30527 -6.96258 4.68186 0.11 -0.06 -0.09
H 1.57611 -6.02215 7.89346 0.03 -0.04 0.06
H -0.33063 -4.64487 8.62802 -0.03 0.05 0.05
H -1.54750 -3.25715 6.95604 -0.10 0.07 0.00
H -0.74893 -2.10138 4.19545 -0.05 -0.22 0.04
H -1.94391 -5.54647 4.26545 -0.02 -0.04 0.09
H -3.13306 -6.53628 2.34904 0.02 0.00 0.01
H -3.45397 -5.21406 0.28251 -0.02 0.00 -0.07
H -2.54953 -2.89447 0.17270 -0.03 0.10 -0.06
H 0.69444 -5.15354 2.86225 0.00 -0.03 -0.09
H 2.32482 -4.73608 3.39549 0.07 -0.01 -0.03
H 1.12571 -3.47217 3.12359 0.00 0.03 -0.07
```
Forces are in eV/Å.

Values from the calculation:
<S²>	6.03
E_HOMO (spin up / spin down)	-1.371 / -2.010	eV
charge	-2
LUMO energy (spin up / spin down)	3.72 / 3.54	eV
gap between HOMO and LUMO (spin up / spin down)	5.09 / 5.55	eV
multiplicity	5

Löwdin population analysis, charges in e, atoms 1 to 4: 0.5651, -0.0819, -0.2014, -0.6097

C22H27BrF6HgN6O6S2 as an isolated structure, computed with ωB97M-V/def2-TZVPD.

Structure (XYZ):
```
71
Properties=species:S:1:pos:R:3:forces:R:3
Hg 1.15830 -0.32795 -1.14004 0.03 -0.06 -0.62
O -1.97578 1.84182 -0.06397 -0.16 -0.11 0.14
C -2.52724 1.55676 -1.25491 -0.09 0.16 0.00
C -3.86214 1.13842 -1.19076 -0.06 -0.01 -0.09
C -4.56555 0.79062 -2.32556 -0.02 0.00 0.00
C -3.94722 0.85633 -3.56933 0.07 0.03 0.06
C -2.62931 1.27497 -3.62838 -0.03 -0.03 -0.01
C -1.88277 1.63149 -2.50196 -0.03 0.03 -0.04
C -0.40556 1.92380 -2.82104 0.02 -0.05 0.02
O 0.33517 0.79451 -2.93909 0.02 0.28 0.16
N 0.20638 2.94750 -1.92086 -0.04 -0.07 -0.03
N 0.47456 2.52530 -0.68280 0.14 0.03 -0.06
C 1.49757 3.13405 -0.02137 0.05 0.03 -0.11
C 1.76930 2.83971 1.24080 -0.02 -0.06 0.08
Br 3.56530 -0.42578 -0.31172 -0.09 0.07 0.17
C 2.01823 2.47380 2.46242 -0.08 0.11 0.12
C 1.43758 3.11781 3.66491 0.10 -0.07 -0.10
C 2.07020 2.96421 4.89409 0.01 -0.01 0.08
C 1.55984 3.56855 6.03455 -0.01 0.00 -0.04
C 0.40199 4.32876 5.95878 0.01 -0.01 -0.04
C -0.24342 4.47512 4.73589 0.01 -0.02 0.01
C 0.26793 3.87235 3.59881 0.00 0.04 -0.01
H -1.00211 1.98800 -0.13563 0.13 0.04 -0.04
H -4.31549 1.08365 -0.20948 0.01 0.00 0.01
H -5.59462 0.46380 -2.23902 0.00 0.00 0.00
H -4.47903 0.58298 -4.47105 0.00 0.01 -0.01
H -2.12691 1.31626 -4.58928 -0.01 0.00 -0.01
H -0.43002 2.45971 -3.78511 -0.02 0.09 -0.01
H 0.94272 3.48191 -2.37706 0.04 -0.12 0.06
H 2.12704 3.85191 -0.55028 -0.06 0.01 -0.05
H 2.67560 1.62165 2.62131 0.04 -0.01 -0.01
H 2.97022 2.36410 4.95406 -0.01 -0.01 0.00
H 2.06567 3.44015 6.98315 0.00 -0.01 0.01
H -0.00298 4.79474 6.84804 -0.01 0.00 0.00
H -1.15815 5.05070 4.67096 0.00 0.00 0.00
H -0.24382 3.96988 2.64912 -0.01 -0.01 0.00
N -1.05660 -1.27532 -1.36782 0.14 -0.06 0.16
C -1.00203 -2.19229 -2.50560 -0.08 0.00 0.00
C -0.03381 -3.32618 -2.20198 0.06 0.10 0.02
N 1.31606 -2.82835 -1.94537 0.06 -0.36 0.39
C 2.31488 -3.10051 -2.96726 -0.06 0.04 0.04
C 2.20582 -2.10065 -4.10424 0.02 0.14 -0.05
N 2.59450 -0.79098 -3.61940 0.09 -0.11 -0.17
H -1.65190 -0.48120 -1.57430 0.01 -0.09 -0.01
H -1.39312 -1.73998 -0.52841 0.08 0.02 0.05
H -1.98203 -2.62340 -2.73980 -0.03 0.05 0.01
H -0.66632 -1.60429 -3.36111 -0.03 -0.02 -0.03
H -0.38996 -3.84778 -1.31164 -0.04 -0.06 0.03
H -0.03890 -4.04728 -3.02787 0.02 0.02 -0.02
H 1.64371 -3.17303 -1.05235 -0.01 0.04 0.00
H 3.29605 -2.99572 -2.49751 0.01 -0.02 -0.04
H 2.23276 -4.12456 -3.35973 -0.03 -0.02 0.02
H 2.77706 -2.47600 -4.96599 0.05 0.08 0.00
H 1.16152 -2.03412 -4.41865 0.03 -0.05 -0.08
H 3.58778 -0.69693 -3.45741 -0.01 -0.02 0.03
H 2.24067 -0.02275 -4.16808 -0.12 0.06 0.07
F -2.46628 -0.99761 2.47621 -0.08 -0.02 -0.04
C -1.40071 -0.58067 3.16272 0.13 -0.25 -0.06
F -1.44201 0.74345 3.23701 0.01 0.24 0.07
F -1.45524 -1.07614 4.39206 -0.12 0.03 0.09
S 0.18214 -1.08930 2.31792 0.09 -0.02 -0.30
O 0.39062 -0.01659 1.37214 -0.03 -0.16 0.27
O 1.11724 -1.29096 3.38255 -0.02 0.11 -0.06
N -0.15469 -2.37677 1.45311 -0.14 0.14 0.07
S -0.61381 -3.76494 2.04502 -0.23 0.20 0.09
O -1.40767 -4.43630 1.05358 0.11 -0.04 0.02
O -1.06013 -3.73177 3.40995 0.08 -0.09 -0.23
C 0.95357 -4.72611 2.07181 0.06 -0.10 0.06
F 1.61781 -4.58967 0.91669 0.02 -0.03 -0.11
F 0.68496 -6.02680 2.23683 0.00 -0.01 0.04
F 1.74655 -4.33012 3.05874 0.05 0.02 0.02
```
Forces are in eV/Å.

Values from the calculation:
<S²>	0.78
E_HOMO (spin up / spin down)	-5.009 / -5.924	eV
energy above the lowest of the compared OMol25 structures with the same formula, charge and spin	0.0	kcal per mole
charge	-1
LUMO energy (spin up / spin down)	2.67 / 2.14	eV
gap between HOMO and LUMO (spin up / spin down)	7.68 / 8.06	eV
multiplicity	2

Löwdin population analysis, charges in e, atoms 1 to 4: 0.8668, 0.0407, -0.3122, -0.0271